ORCA calculation (wB97M-V/def2-TZVPD) on a cluster of 8 separate species, C29H61B2O10 in total.

Geometry as XYZ:
```
102
C29H61B2O10 wB97M-V/def2-TZVPD
C 3.379 0.752 0.937
C 1.862 0.685 0.708
B 1.054 0.033 1.888
O 1.411 0.439 3.176
C -0.122 -1.001 1.714
C -0.588 -1.401 0.296
O -1.708 -0.627 0.011
B -2.385 -0.599 1.353
C -3.653 0.426 1.459
C -3.349 1.687 2.257
C -4.290 0.756 0.098
C -3.416 1.533 -0.889
O -1.231 -0.260 2.259
H 3.870 1.180 0.056
H 3.642 1.405 1.770
H 3.789 -0.249 1.094
H 1.661 0.185 -0.244
H 1.466 1.712 0.629
H 1.928 -0.228 3.632
H 0.049 -1.933 2.287
H -0.876 -2.467 0.334
H 0.185 -1.292 -0.483
H -2.743 -1.798 1.639
H -4.421 -0.106 2.023
H -4.241 2.332 2.332
H -2.548 2.291 1.816
H -3.054 1.430 3.279
H -5.200 1.353 0.282
H -4.624 -0.173 -0.385
H -2.822 2.280 -0.361
H -2.730 0.870 -1.416
H -4.023 2.052 -1.644
C 2.507 4.314 3.389
C 3.112 4.710 2.063
O 3.732 3.916 1.383
C 2.916 6.135 1.600
H 2.712 3.266 3.596
H 2.919 4.938 4.186
H 1.430 4.482 3.366
H 3.366 6.842 2.299
H 1.851 6.342 1.533
H 3.384 6.243 0.622
C -5.757 -3.060 1.856
C -6.844 -2.119 2.311
O -6.580 -1.004 2.701
C -8.270 -2.629 2.236
H -4.791 -2.566 1.957
H -5.769 -3.975 2.454
H -5.919 -3.328 0.811
H -8.380 -3.523 2.853
H -8.509 -2.905 1.207
H -8.956 -1.858 2.582
C -1.453 4.349 0.566
C -1.210 5.166 1.809
O -0.146 5.708 2.027
C -2.345 5.271 2.792
H -0.559 4.345 -0.054
H -1.715 3.326 0.847
H -2.294 4.763 0.005
H -2.632 4.282 3.141
H -3.218 5.715 2.309
H -2.041 5.882 3.639
C -6.948 -5.367 -3.269
C -6.046 -4.562 -2.358
O -6.465 -4.022 -1.360
C -4.592 -4.461 -2.757
H -7.962 -5.363 -2.878
H -6.940 -4.942 -4.275
H -6.586 -6.394 -3.342
H -4.505 -4.005 -3.745
H -4.148 -5.457 -2.812
H -4.053 -3.858 -2.030
C 6.956 -3.730 1.159
C 5.667 -3.106 0.672
O 5.259 -2.051 1.099
C 4.910 -3.842 -0.408
H 7.404 -3.097 1.921
H 6.760 -4.721 1.571
H 7.648 -3.851 0.324
H 4.615 -4.841 -0.082
H 5.535 -3.958 -1.297
H 4.023 -3.268 -0.664
C 5.424 -2.512 -5.611
C 6.254 -2.671 -4.359
O 6.586 -3.759 -3.942
C 6.654 -1.401 -3.652
H 5.197 -3.490 -6.030
H 4.498 -1.984 -5.374
H 5.964 -1.911 -6.344
H 5.777 -0.828 -3.346
H 7.235 -0.766 -4.323
H 7.252 -1.649 -2.777
C 3.992 2.868 -1.743
C 3.602 1.812 -2.747
O 4.422 1.288 -3.480
C 2.139 1.443 -2.793
H 5.062 3.053 -1.798
H 3.447 3.793 -1.943
H 3.727 2.544 -0.733
H 1.536 2.323 -3.022
H 1.816 1.074 -1.816
H 1.972 0.678 -3.548
```

Its net charge is -1. The value obtained for the lowest unoccupied orbital energy is 0.0879 Eh. For the HOMO-LUMO gap, the calculation gives 6.7233 eV. The HOMO energy is -4.33 eV.


ORCA calculation (wB97M-V/def2-TZVPD) on the ion C8H12N4OP with charge +1 at a distorted geometry.

Geometry as XYZ:
```
26
C8H12N4OP wB97M-V/def2-TZVPD
C -1.231 2.028 1.439
C -1.517 1.598 0.125
C 0.291 0.320 1.765
C 0.072 -0.148 0.460
C 1.187 -2.200 -0.146
C -2.341 2.528 -0.765
C 1.284 -0.210 2.756
C 2.100 -2.855 -1.526
N -0.327 1.380 2.249
N 0.758 -1.070 -0.290
N -0.899 0.482 -0.313
N -1.121 -0.093 -1.540
O 0.824 -0.978 -2.969
P 2.025 -1.805 -3.108
H -1.535 2.987 1.790
H 1.160 -2.907 0.674
H -2.354 3.499 -0.245
H -3.338 2.312 -1.059
H -2.025 2.539 -1.789
H 2.322 -0.011 2.444
H 1.374 -1.179 3.135
H 1.022 0.509 3.549
H 1.491 -3.794 -1.620
H 2.995 -3.014 -0.920
H -1.919 0.445 -2.082
H -0.297 -0.364 -2.015
```

Its net charge is +1. Its SMILES is Cc1ncc(C)[n+](N)c1/N=C/CP=O. The value obtained for the lowest unoccupied orbital energy is -0.1602 Eh. For the HOMO-LUMO gap, the calculation gives 8.1511 eV. The HOMO energy is -12.51 eV.


ORCA calculation (wB97M-V/def2-TZVPD) on the molecule C3H9N3S at a distorted geometry.

Geometry as XYZ:
```
16
C3H9N3S wB97M-V/def2-TZVPD
C -0.304 0.586 2.074
C -0.440 -0.179 -0.199
C 1.327 1.074 -1.719
H 0.469 1.278 2.759
H -0.079 -0.605 2.164
H -1.448 0.608 2.180
H 0.219 1.731 0.134
H 2.224 0.350 -1.419
H 1.706 1.548 -2.684
H 1.069 1.793 -0.797
H -1.598 -3.056 0.144
H -0.932 -2.471 -1.348
N 0.140 0.750 0.682
N -0.825 -1.237 0.379
N -1.374 -2.274 -0.416
S -0.155 0.104 -1.935
```

Its net charge is 0. Its SMILES is CN/C(=N/N)SC. The energy above the lowest of the compared OMol25 structures with the same formula, charge and spin comes out at 86.02 kcal per mole. The value obtained for the lowest unoccupied orbital energy is 0.0263 Eh. For the HOMO-LUMO gap, the calculation gives 8.5420 eV. The HOMO energy is -7.82 eV.


ORCA calculation (wB97M-V/def2-TZVPD) on a cluster of 6 separate species, C30H60Cl4N4O18P in total at a distorted geometry.

Geometry as XYZ:
```
117
C30H60Cl4N4O18P wB97M-V/def2-TZVPD
C 5.806 -3.157 1.867
C 4.891 -4.298 1.442
N 3.466 -3.890 1.339
C 2.676 -5.044 0.885
C 1.722 -4.731 -0.272
N 2.457 -4.703 -1.551
C 2.787 -3.614 -2.192
N 3.486 -3.823 -3.343
C 3.763 -2.684 -4.253
C 5.274 -2.592 -4.508
C 5.704 -1.271 -5.120
Cl 5.652 -3.874 -5.727
N 2.447 -2.391 -1.616
C 3.577 -1.570 -1.160
C 3.473 -0.074 -1.364
O 3.612 0.307 -2.731
C 1.267 -1.705 -2.118
Cl 0.420 -2.845 -3.265
C 0.212 -1.372 -1.035
C 0.749 -1.184 0.382
Cl -0.817 -0.017 -1.560
P 2.911 -6.287 -2.303
O 2.326 -7.399 -1.283
Cl 1.583 -6.324 -3.893
C 3.084 -3.501 2.692
C 2.972 -2.014 2.974
O 2.897 -4.267 3.556
H 5.539 -2.206 1.409
H 6.830 -3.362 1.575
H 5.827 -3.014 2.943
H 4.998 -5.096 2.181
H 5.259 -4.697 0.498
H 3.372 -5.813 0.566
H 2.094 -5.510 1.679
H 1.101 -3.865 -0.116
H 1.044 -5.577 -0.332
H 4.391 -4.229 -3.102
H 3.334 -2.950 -5.213
H 3.328 -1.732 -3.972
H 5.853 -2.753 -3.601
H 6.783 -1.199 -5.021
H 5.285 -0.413 -4.610
H 5.468 -1.195 -6.174
H 4.492 -1.910 -1.651
H 3.752 -1.756 -0.103
H 4.299 0.376 -0.819
H 2.553 0.383 -1.007
H 4.401 0.849 -2.837
H 1.439 -0.825 -2.737
H -0.457 -2.222 -0.999
H 0.051 -0.536 0.905
H 1.714 -0.697 0.445
H 0.782 -2.101 0.959
H 1.352 -7.344 -1.276
H 3.089 -1.403 2.087
H 2.027 -1.799 3.459
H 3.785 -1.778 3.653
C 0.569 5.389 3.027
O 1.218 4.807 1.891
C 0.450 3.998 1.165
O -0.701 3.721 1.384
O 1.171 3.525 0.149
C 0.397 2.659 -0.696
H 1.303 6.019 3.522
H -0.273 6.003 2.715
H 0.241 4.618 3.721
H -0.423 3.210 -1.155
H 0.019 1.819 -0.133
H 1.059 2.298 -1.480
C -5.434 4.882 -4.507
O -5.225 5.523 -3.246
C -3.969 5.448 -2.795
O -3.051 4.904 -3.351
O -3.910 6.081 -1.623
C -2.616 6.079 -1.023
H -6.483 5.014 -4.758
H -4.825 5.346 -5.280
H -5.218 3.817 -4.438
H -1.896 6.591 -1.659
H -2.289 5.062 -0.814
H -2.694 6.619 -0.083
C -1.692 -2.374 5.991
O -1.475 -0.962 5.915
C -1.160 -0.514 4.706
O -1.037 -1.183 3.705
O -0.979 0.804 4.772
C -0.673 1.387 3.506
H -1.939 -2.601 7.024
H -2.524 -2.670 5.354
H -0.789 -2.917 5.715
H -1.498 1.249 2.810
H 0.244 0.954 3.102
H -0.518 2.449 3.656
C -2.560 -2.003 1.009
O -2.556 -3.188 0.204
C -3.480 -4.089 0.550
O -4.273 -3.976 1.446
O -3.367 -5.136 -0.272
C -4.304 -6.186 -0.016
H -1.769 -1.358 0.631
H -3.511 -1.481 0.921
H -2.349 -2.242 2.047
H -5.324 -5.830 -0.142
H -4.165 -6.590 0.986
H -4.110 -6.968 -0.744
C -6.858 9.784 2.851
O -6.208 9.209 1.717
C -6.982 8.391 0.997
O -8.131 8.122 1.231
O -6.259 7.928 -0.023
C -6.963 7.032 -0.888
H -6.130 10.421 3.345
H -7.707 10.391 2.541
H -7.180 9.008 3.544
H -7.816 7.531 -1.345
H -7.287 6.147 -0.343
H -6.275 6.727 -1.667
```

Its net charge is +1. The energy above the lowest of the compared OMol25 structures with the same formula, charge and spin comes out at 0.00 kcal per mole. The value obtained for the lowest unoccupied orbital energy is -0.1275 Eh. For the HOMO-LUMO gap, the calculation gives 8.2533 eV. The HOMO energy is -11.72 eV.


ORCA calculation (wB97M-V/def2-TZVPD) on a structure of composition C20H48AlO8P2 at a distorted geometry.

Geometry as XYZ:
```
79
C20H48AlO8P2 wB97M-V/def2-TZVPD
C -0.793 -3.850 -1.183
C -1.755 -4.790 -1.272
C -2.877 -4.704 -2.258
Al -3.062 -6.453 -3.351
C -2.008 -6.207 -5.089
C -0.799 -5.291 -4.774
C 0.459 -5.614 -5.640
C 1.133 -6.869 -5.049
C 1.408 -4.417 -5.442
H 0.233 -4.164 -0.995
H -0.973 -2.787 -1.307
H -1.729 -5.668 -0.628
H -3.842 -4.442 -1.799
H -2.599 -3.903 -2.953
H -4.618 -6.824 -3.623
H -2.402 -7.609 -2.410
H -2.661 -5.640 -5.764
H -1.716 -7.156 -5.544
H -0.487 -5.477 -3.744
H -1.020 -4.237 -4.951
H 0.149 -5.735 -6.679
H 0.894 -7.008 -3.994
H 2.217 -6.741 -5.121
H 0.831 -7.782 -5.564
H 2.436 -4.628 -5.745
H 1.011 -3.511 -5.904
H 1.403 -4.214 -4.365
O -3.945 2.011 -0.909
P -2.485 1.844 -1.105
O -2.145 2.687 -2.471
C -2.820 3.902 -2.766
C -2.310 5.075 -1.952
O -2.344 0.322 -1.622
C -3.448 -0.592 -1.617
C -4.150 -0.593 -2.957
O -0.982 1.748 -0.522
C 0.019 2.756 -0.617
C -0.026 3.721 0.552
H -3.899 3.791 -2.639
H -2.648 4.095 -3.827
H -2.451 4.895 -0.884
H -2.848 5.986 -2.219
H -1.246 5.242 -2.128
H -4.137 -0.370 -0.803
H -3.035 -1.584 -1.425
H -4.497 0.407 -3.224
H -5.002 -1.272 -2.944
H -3.463 -0.913 -3.741
H -0.010 3.277 -1.572
H 0.971 2.223 -0.598
H -1.010 4.185 0.641
H 0.731 4.497 0.438
H 0.168 3.188 1.484
O 2.380 3.118 3.721
P 2.337 3.375 5.195
O 3.824 2.811 5.641
C 4.986 3.126 4.885
C 5.481 4.538 5.130
O 1.434 2.074 5.609
C 0.692 1.324 4.644
C 1.497 0.144 4.142
O 1.947 3.940 6.674
C 2.841 4.537 7.605
C 2.952 6.038 7.414
H 4.816 2.960 3.819
H 5.752 2.413 5.193
H 4.720 5.270 4.848
H 6.377 4.735 4.540
H 5.724 4.692 6.182
H 0.362 1.958 3.823
H -0.205 0.965 5.151
H 2.445 0.465 3.710
H 0.937 -0.413 3.389
H 1.735 -0.530 4.967
H 3.817 4.058 7.602
H 2.411 4.335 8.588
H 3.265 6.285 6.398
H 3.667 6.462 8.121
H 1.984 6.513 7.579
```

Its net charge is -1. The value obtained for the lowest unoccupied orbital energy is 0.0255 Eh. For the HOMO-LUMO gap, the calculation gives 4.8765 eV. The HOMO energy is -4.18 eV.


ORCA calculation (wB97M-V/def2-TZVPD) on a structure of composition C9H19BNNaO4 at a distorted geometry.

Geometry as XYZ:
```
35
C9H19BNNaO4 wB97M-V/def2-TZVPD
Na 0.000 -0.696 -0.224
C 2.402 -0.548 0.221
C 1.954 -1.563 1.287
O 0.614 -1.952 1.087
C -0.347 -1.828 2.111
C -1.558 -1.003 1.639
O -1.870 -1.354 0.304
C -2.403 -0.317 -0.500
C -1.954 -0.523 -1.957
O -0.614 -0.955 -2.021
C 0.346 -0.258 -2.781
C 1.557 0.139 -1.917
O 1.870 -0.923 -1.036
H 3.500 -0.524 0.180
H 2.034 0.441 0.502
H 2.108 -1.121 2.277
H 2.566 -2.468 1.196
H 0.069 -1.355 3.007
H -0.682 -2.842 2.359
H -1.304 0.057 1.698
H -2.414 -1.206 2.299
H -2.035 0.651 -0.153
H -3.501 -0.322 -0.453
H -2.108 0.413 -2.505
H -2.566 -1.312 -2.410
H -0.070 0.647 -3.235
H 0.682 -0.938 -3.573
H 1.302 1.035 -1.348
H 2.413 0.359 -2.571
B 0.002 3.884 1.249
C 0.000 2.426 0.779
N -0.002 1.318 0.422
H 0.118 4.567 0.260
H -1.052 4.069 1.808
H 0.941 4.005 1.997
```

Its net charge is 0. The value obtained for the lowest unoccupied orbital energy is 0.0060 Eh. For the HOMO-LUMO gap, the calculation gives 9.2568 eV. The HOMO energy is -9.09 eV.


ORCA calculation (wB97M-V/def2-TZVPD) on a structure of composition C31H54ClMnNO2P2S2Si2 at a distorted geometry.

Geometry as XYZ:
```
96
C31H54ClMnNO2P2S2Si2 wB97M-V/def2-TZVPD
Mn -0.482 -0.024 -0.282
C -1.790 -0.224 1.588
C -2.111 0.987 0.878
C -2.697 0.563 -0.386
Si -1.695 2.714 1.519
C -2.708 -0.858 -0.426
C -2.107 -1.366 0.789
Si -1.793 -3.139 1.301
H -1.405 -0.250 2.608
H -3.139 1.228 -1.125
H -3.055 -1.476 -1.253
Cl 1.875 -0.032 -4.124
C -1.483 -3.250 3.126
C -3.285 -4.191 0.845
C -1.419 2.690 3.344
C -3.120 3.834 1.055
H -4.191 -3.659 1.186
H -3.231 -5.153 1.384
H -3.384 -4.393 -0.234
H -0.416 -3.127 3.359
H -1.812 -4.234 3.494
H -2.052 -2.475 3.661
H -4.043 3.358 1.424
H -3.235 4.020 -0.020
H -3.005 4.796 1.573
H -2.102 1.966 3.807
H -1.625 3.692 3.737
H -0.388 2.419 3.596
C -0.218 -3.697 0.403
C -0.048 3.219 0.705
P 0.074 -2.831 -1.184
H -0.270 -4.784 0.271
H 0.617 -3.482 1.083
P 0.199 2.417 -0.922
H 0.778 2.936 1.372
H -0.032 4.314 0.620
C 1.845 3.022 -1.517
C -1.034 3.368 -2.009
C -1.203 -3.704 -2.265
C 1.707 -3.522 -1.834
C 2.815 -2.472 -1.755
H 1.503 -3.746 -2.897
C 2.161 -4.792 -1.127
H 2.371 -4.601 -0.069
H 3.097 -5.123 -1.590
H 1.448 -5.616 -1.202
H 2.552 -1.575 -2.323
H 3.729 -2.883 -2.210
H 3.027 -2.174 -0.719
H -2.152 -3.467 -1.763
C -1.033 -5.215 -2.326
C -1.210 -3.070 -3.657
H -1.109 -5.702 -1.353
H -0.079 -5.499 -2.781
H -1.823 -5.634 -2.957
H -1.427 -1.996 -3.617
H -2.004 -3.531 -4.256
H -0.258 -3.220 -4.186
H -2.013 3.141 -1.552
C -1.024 2.810 -3.439
C -0.815 4.881 -1.999
H -0.849 5.319 -0.996
H -1.608 5.360 -2.587
H 0.136 5.157 -2.467
H -1.291 1.743 -3.467
H -0.052 2.952 -3.937
H -1.781 3.341 -4.034
C 2.887 1.904 -1.402
C 2.348 4.268 -0.789
H 1.680 3.264 -2.585
H 2.493 4.074 0.282
H 1.674 5.122 -0.909
H 3.321 4.546 -1.213
H 3.007 1.594 -0.349
H 3.850 2.260 -1.803
H 2.600 1.031 -2.001
C 0.601 -0.086 -5.381
H -0.450 -0.100 -5.011
H 0.799 0.793 -6.015
H 0.825 -0.979 -5.982
O 2.444 3.792 2.821
S 3.161 2.543 3.007
O 4.581 2.627 3.232
N 2.745 1.485 1.775
C 2.060 0.434 2.182
S 1.363 -0.667 1.045
C 1.798 0.425 3.623
C 0.897 -0.385 4.321
C 0.647 -0.125 5.676
C 1.285 0.956 6.313
C 2.130 1.819 5.603
C 2.357 1.554 4.246
H 0.422 -1.211 3.767
H -0.047 -0.784 6.210
H 1.098 1.107 7.379
H 2.597 2.680 6.073
```

Its net charge is 0. As for the spin multiplicity: 4. The value obtained for the lowest unoccupied orbital energy (spin up / spin down) is -0.0148 / -0.0091 Eh. The expectation value of S² is 3.8180. For the HOMO-LUMO gap (spin up / spin down), the calculation gives 6.6913 / 7.0636 eV. The HOMO energy (spin up / spin down) is -7.09 / -7.31 eV.


| no. | electronic energy (a.u.) |
| --- | --- |
| 1 | -1943.7913 |
| 2 | -947.2914 |
| 3 | -682.0288 |
| 4 | -4934.4032 |
| 5 | -2317.9430 |
| 6 | -897.0924 |
| 7 | -5088.1798 |